# 1
This record from OMol25 describes a 8-piece molecular cluster, C24H48O24 overall at a distorted geometry. The level of theory is wB97M-V/def2-TZVPD.

Its LUMO energy is 0.39 eV. The value obtained for the HOMO-LUMO gap is 11.01 eV. The value obtained for the relative energy (zero: lowest compared OMol25 entry of this formula, charge and spin) is 132.4 kcal per mole. As for the structure (SMILES): COC(=O)OC.COC(=O)OC.COC(=O)OC.COC(=O)OC.COC(=O)OC.COC(=O)OC.COC(=O)OC.COC(=O)OC. For the HOMO energy, the calculation gives -10.6 eV.

Structure (ORCA input):
```
! wB97M-V def2-TZVPD RIJCOSX def2/J DEFGRID3
* xyz 0 1
C 12.86817 -9.95317 -27.89229
O 12.65468 -9.07810 -28.99208
C 13.06289 -7.84059 -28.92327
O 13.69725 -7.26585 -28.03847
O 12.66502 -7.17264 -30.06535
C 13.20918 -5.91521 -30.46632
H 12.03014 -10.63964 -27.77164
H 12.80820 -9.46767 -26.91822
H 13.75564 -10.49426 -28.22051
H 13.30673 -5.34844 -29.54037
H 12.69311 -5.34352 -31.23764
H 14.19636 -6.08191 -30.89735
C 8.44596 -6.05203 -22.10657
O 8.97196 -5.97490 -20.79048
C 8.21184 -5.78292 -19.68102
O 7.01611 -5.62777 -19.56501
O 9.04740 -5.73677 -18.58609
C 8.59563 -5.33331 -17.26602
H 7.79945 -6.92892 -22.07201
H 9.30047 -6.11749 -22.78008
H 8.06827 -5.07021 -22.39200
H 9.23460 -5.72941 -16.47675
H 7.56308 -5.55803 -16.99874
H 8.75046 -4.26195 -17.13827
C 11.12140 -4.14040 -14.34345
O 11.82419 -4.60630 -15.47214
C 12.23851 -5.91428 -15.56469
O 12.14271 -6.76753 -14.70181
O 12.45739 -6.20866 -16.86993
C 12.61477 -5.44236 -17.94993
H 11.50468 -4.56105 -13.41381
H 10.04339 -4.29050 -14.40237
H 11.16475 -3.05200 -14.38358
H 12.57193 -6.05187 -18.85257
H 13.60062 -4.98009 -18.00006
H 11.97971 -4.55791 -18.00051
C 9.90633 -1.74580 -17.61719
O 10.51890 -2.68414 -18.48919
C 11.16404 -2.26783 -19.55148
O 11.40817 -1.03626 -19.77462
O 11.68621 -3.32767 -20.20654
C 12.03212 -3.19967 -21.61301
H 10.09510 -0.69957 -17.85774
H 10.33922 -1.79580 -16.61810
H 8.83374 -1.84245 -17.44890
H 12.64598 -2.30607 -21.72605
H 11.12953 -3.06760 -22.20967
H 12.53538 -4.04590 -22.08069
C 14.92672 -6.74997 -24.73903
O 14.39940 -7.37732 -23.55582
C 13.25569 -7.04443 -23.12879
O 12.49761 -6.14380 -23.60291
O 13.05230 -7.80564 -22.02233
C 11.84800 -7.64551 -21.29391
H 15.49735 -5.84687 -24.52243
H 14.20763 -6.73890 -25.55809
H 15.73493 -7.40785 -25.05853
H 11.65995 -6.68751 -20.80918
H 11.65647 -8.34397 -20.47930
H 11.02479 -7.79351 -21.99285
C 4.96936 -9.38417 -25.96890
O 6.11120 -9.03072 -25.18067
C 7.16092 -8.43873 -25.75289
O 7.31643 -8.15548 -26.97506
O 8.12638 -8.29694 -24.70282
C 9.47867 -8.15484 -25.12931
H 4.34255 -8.52593 -26.21104
H 4.43509 -10.05552 -25.29663
H 5.16351 -9.94637 -26.88233
H 10.10494 -8.97951 -24.78901
H 9.99193 -7.28104 -24.72788
H 9.59985 -7.97900 -26.19820
C 18.64680 -8.69753 -31.81358
O 17.86738 -8.17080 -30.77336
C 17.40656 -8.98566 -29.71799
O 17.47510 -10.22257 -29.61499
O 16.97649 -8.13735 -28.74815
C 16.79421 -8.48319 -27.40344
H 19.69950 -8.58876 -31.55264
H 18.57442 -7.99762 -32.64604
H 18.34677 -9.70303 -32.10862
H 17.30044 -9.38755 -27.06584
H 15.75468 -8.68965 -27.14876
H 17.03008 -7.74108 -26.64073
C 13.88100 -9.57623 -18.62813
O 12.94295 -10.63691 -18.37487
C 13.24678 -11.63981 -17.48072
O 14.20716 -11.65443 -16.71520
O 12.31826 -12.58227 -17.60107
C 12.38296 -13.66138 -16.71604
H 13.53010 -8.92468 -19.42841
H 14.78087 -9.83069 -19.18811
H 13.90338 -8.74949 -17.91813
H 11.38876 -14.10810 -16.70684
H 12.73794 -13.43229 -15.71124
H 13.12798 -14.36205 -17.09301
*
```

# 2
This record from OMol25 describes a 3-piece molecular cluster, C24H49BBrN2O4 overall. The level of theory is wB97M-V/def2-TZVPD.

Its LUMO energy (spin up / spin down) is 2.43 / 2.42 eV. The value obtained for the HOMO-LUMO gap (spin up / spin down) is 7.56 / 7.56 eV. The value obtained for the relative energy (zero: lowest compared OMol25 entry of this formula, charge and spin) is 0.0 kcal per mole. For the HOMO energy (spin up / spin down), the calculation gives -5.1 / -5.1 eV.

Structure (ORCA input):
```
! wB97M-V def2-TZVPD RIJCOSX def2/J DEFGRID3
* xyz -1 3
C 2.16818 3.82982 0.11580
C 1.95563 2.61424 1.02309
C 1.81258 1.29546 0.25417
Br 2.46379 -0.15362 1.48352
B 0.33012 0.87246 -0.32512
C -0.44491 2.12270 -1.08276
C -1.36545 2.90580 -0.15477
C -1.82231 4.27888 -0.58886
O -1.68541 4.79171 -1.66440
O -2.54297 4.95059 0.37060
H 2.78841 3.57261 -0.74684
H 1.23287 4.23498 -0.27207
H 2.67729 4.63127 0.65779
H 1.05956 2.76335 1.63560
H 2.79373 2.55496 1.72138
H 2.59047 1.25587 -0.51414
H 0.46132 -0.06882 -1.10637
H -0.36215 0.49330 0.63121
H 0.22214 2.83448 -1.58238
H -1.05394 1.69970 -1.88959
H -0.93582 3.00138 0.85096
H -2.29141 2.34516 0.02262
H -2.41549 4.48661 1.21058
C 4.96595 -3.94079 -5.08717
C 5.16372 -2.98402 -3.91174
C 5.97555 -3.63205 -2.77892
C 5.18982 -4.66867 -1.98299
C 3.90056 -4.06497 -1.43514
C 3.00375 -3.46273 -2.52569
N 3.85741 -2.51424 -3.33124
O 3.87985 -1.31852 -2.89622
C 2.37700 -4.55686 -3.39261
C 1.87526 -2.66267 -1.88639
C 5.90116 -1.75873 -4.44382
H 4.33076 -4.79009 -4.86858
H 4.53168 -3.40295 -5.93173
H 5.94245 -4.32268 -5.39129
H 6.30005 -2.83727 -2.10100
H 6.87590 -4.07435 -3.21652
H 4.97707 -5.54536 -2.60337
H 5.80408 -5.02320 -1.15225
H 3.31670 -4.81256 -0.89020
H 4.14548 -3.26806 -0.72706
H 1.95412 -4.13106 -4.30365
H 1.56573 -5.00793 -2.82000
H 3.06164 -5.35711 -3.66256
H 2.23047 -1.92541 -1.17571
H 1.23671 -3.37123 -1.35287
H 1.27367 -2.13957 -2.62927
H 5.27531 -1.21177 -5.14829
H 6.80110 -2.10247 -4.96175
H 6.18080 -1.07891 -3.64501
C -6.09891 2.58748 3.90966
C -5.15674 2.41546 2.72191
C -5.65066 1.34360 1.73567
C -5.44847 -0.08583 2.22408
C -3.98419 -0.33105 2.57610
C -3.45135 0.64262 3.63534
N -3.76002 2.04051 3.16069
O -2.82356 2.59213 2.49822
C -4.06611 0.35040 5.00487
C -1.93410 0.52486 3.75581
C -5.02188 3.74549 1.99930
H -6.13775 1.73247 4.57412
H -5.80053 3.45899 4.49512
H -7.10666 2.76229 3.52847
H -5.09804 1.47146 0.80044
H -6.70365 1.54420 1.51848
H -6.09740 -0.29832 3.07947
H -5.74690 -0.77754 1.43357
H -3.83446 -1.34898 2.94742
H -3.37337 -0.22070 1.67536
H -3.89123 1.17930 5.69224
H -3.57530 -0.53637 5.40800
H -5.13228 0.14150 4.97214
H -1.43498 0.66049 2.80006
H -1.69979 -0.46742 4.14747
H -1.54386 1.27438 4.44511
H -4.47488 4.45691 2.61791
H -6.00426 4.17106 1.77723
H -4.47862 3.62398 1.06884
*
```

# 3
This record from OMol25 describes a 2-piece molecular cluster, C24H49ClFN4O6P2 overall at a distorted geometry. The level of theory is wB97M-V/def2-TZVPD.

Its LUMO energy is 2.02 eV. The value obtained for the HOMO-LUMO gap is 5.54 eV. For the HOMO energy, the calculation gives -3.5 eV.

Structure (ORCA input):
```
! wB97M-V def2-TZVPD RIJCOSX def2/J DEFGRID3
* xyz -1 1
C -3.03154 1.49360 -6.44584
C -1.52745 1.38709 -6.17340
C -1.19748 0.85133 -4.77870
C -1.71420 -0.57393 -4.52714
C -0.73305 -1.43678 -3.73772
C -1.18829 -2.89130 -3.57970
C -2.13106 -3.09242 -2.37396
C -1.78976 -4.33106 -1.50581
C -1.19424 -3.94270 -0.13706
C -2.10750 -4.24828 1.04307
C -1.52922 -3.73885 2.37269
C -1.76536 -2.24606 2.59004
C -0.81004 -1.67752 3.65764
C -0.19379 -0.33509 3.25434
N 0.59933 -0.40011 2.01555
C 1.89326 -1.04603 2.23437
C 2.06793 -2.29223 1.39159
C 1.93860 -2.23721 -0.10575
N 2.34197 -3.37010 2.00559
C 0.67761 0.87341 1.32442
O 1.62891 0.72178 0.25980
C 1.20238 2.10678 2.18374
O 2.20844 2.78466 1.42149
C 3.38975 3.00083 2.07176
N 4.11756 1.75032 2.46667
C 4.50259 1.70101 3.61991
O 4.86656 1.71285 4.72561
P 4.54331 3.93834 0.95639
N 3.92115 5.02604 0.02364
C 0.14773 3.13877 2.58524
F -0.74078 2.58141 3.48678
C 0.71008 4.38423 3.28318
C 1.15719 5.50568 2.32491
P -0.93198 1.15021 0.46234
O -2.13371 1.31272 1.26369
O -0.74002 2.38233 -0.57323
O -1.05125 -0.17959 -0.43087
H -3.59508 1.71725 -5.54046
H -3.24387 2.30136 -7.14927
H -3.40644 0.58231 -6.91303
H -1.12392 2.40481 -6.21232
H -1.00363 0.83707 -6.95800
H -1.59658 1.56919 -4.05664
H -0.10844 0.89993 -4.67182
H -2.63565 -0.48856 -3.94269
H -1.95796 -1.02720 -5.49122
H 0.23104 -1.38112 -4.25769
H -0.55935 -0.97742 -2.76121
H -1.73554 -3.16982 -4.48396
H -0.29228 -3.50459 -3.47318
H -3.18090 -3.11595 -2.66245
H -2.02356 -2.22691 -1.71835
H -2.72800 -4.85830 -1.32289
H -1.09589 -4.98687 -2.03356
H -0.26292 -4.49555 0.03080
H -0.93202 -2.88304 -0.09506
H -2.17779 -5.33929 1.14242
H -3.12445 -3.87220 0.90694
H -2.03552 -4.30981 3.15841
H -0.47415 -4.02724 2.41559
H -2.77833 -2.11555 2.96917
H -1.69003 -1.66514 1.67243
H -1.30178 -1.48595 4.61443
H 0.00542 -2.37900 3.86595
H -1.02020 0.36768 3.17871
H 0.46237 0.03073 4.06154
H 1.93509 -1.41965 3.25849
H 2.75248 -0.38153 2.11412
H 1.05311 -1.68016 -0.40637
H 1.90857 -3.23972 -0.52627
H 2.79426 -1.68267 -0.50148
H 2.43409 -4.13705 1.34027
H 1.16270 0.58013 -0.57048
H 1.62659 1.69480 3.10385
H 3.29230 3.61537 2.97766
H 5.20129 2.94066 0.21034
H 5.47842 4.49772 1.85349
H 2.91319 5.06510 0.11661
H -0.41356 3.52311 1.73096
H -0.14462 4.76367 3.84502
H 1.46312 4.12540 4.03098
H 0.90515 5.23250 1.30175
H 2.24591 5.58777 2.34838
H 0.77068 6.48042 2.60757
H -1.56683 2.41849 -1.07741
H -1.66688 -0.01954 -1.16136
Cl -4.16331 -0.12981 0.47603
*
```

# 4
This record from OMol25 describes C24H50BrClP2PbSi2 as an isolated structure at a distorted geometry. The level of theory is wB97M-V/def2-TZVPD.

Its LUMO energy is -1.13 eV. The value obtained for the HOMO-LUMO gap is 5.59 eV. For the HOMO energy, the calculation gives -6.7 eV.

Structure (ORCA input):
```
! wB97M-V def2-TZVPD RIJCOSX def2/J DEFGRID3
* xyz 0 1
Pb -0.23027 0.04516 0.51880
C 2.30137 -0.13065 -1.46595
C 1.60868 -1.32635 -1.79433
C 0.49342 -0.94128 -2.60606
Si 2.17521 -3.02056 -1.23356
C 0.49283 0.46639 -2.72926
C 1.60675 0.98868 -1.99594
Si 2.17068 2.75387 -1.74003
H 3.22881 -0.08044 -0.89558
H -0.20010 -1.63897 -3.07332
H -0.20243 1.07069 -3.30934
Cl -3.07987 0.07959 0.87787
C 4.02517 2.75033 -1.54773
C 1.62448 3.76119 -3.20512
C 4.02838 -2.97704 -1.03502
C 1.64232 -4.26616 -2.50729
H 2.10001 3.33620 -4.10092
H 1.96781 4.79875 -3.08954
H 0.53902 3.76515 -3.36077
H 4.32283 2.31183 -0.58570
H 4.40359 3.78053 -1.59714
H 4.48301 2.16722 -2.35862
H 2.06505 -3.96196 -3.47569
H 0.55480 -4.35247 -2.61774
H 2.04872 -5.25338 -2.24647
H 4.49084 -2.55412 -1.93736
H 4.40789 -3.99766 -0.88996
H 4.32033 -2.36711 -0.16967
C 1.44214 3.44907 -0.11884
C 1.43921 -3.42495 0.47953
P -0.25904 2.92812 0.27815
H 1.52237 4.55062 -0.14166
H 2.08247 3.07806 0.70248
P -0.26073 -2.83561 0.78033
H 2.08019 -2.92227 1.22685
H 1.51376 -4.51445 0.64562
C -0.73080 -3.39863 2.49622
C -1.34496 -3.84010 -0.35921
C -1.34075 3.72309 -1.01929
C -0.72742 3.78326 1.86931
C -0.65751 2.79217 3.04193
H -1.78232 4.07728 1.72914
C 0.10680 5.03094 2.15980
H 1.16919 4.77842 2.26954
H -0.23825 5.46463 3.10782
H 0.00281 5.80303 1.38777
H -1.37466 1.96581 2.92521
H -0.90385 3.32335 3.97183
H 0.35136 2.36384 3.14329
H -0.91459 3.36640 -1.97110
C -1.28428 5.25024 -0.98525
C -2.78215 3.20969 -0.90423
H -0.27279 5.65108 -1.13053
H -1.69203 5.65171 -0.04763
H -1.90749 5.63926 -1.80212
H -2.84515 2.12177 -1.02360
H -3.38974 3.67661 -1.69008
H -3.22774 3.46870 0.06571
H -0.91817 -3.65568 -1.35869
C -2.78478 -3.30973 -0.33576
C -1.29436 -5.33838 -0.05975
H -0.28421 -5.76194 -0.13208
H -1.91922 -5.86182 -0.79654
H -1.70361 -5.56848 0.93335
H -2.84409 -2.25924 -0.64359
H -3.23041 -3.39331 0.66471
H -3.39478 -3.90474 -1.02766
C -0.65362 -2.21957 3.47931
C 0.09787 -4.58096 2.99878
H -1.78742 -3.70703 2.41059
H 1.16162 -4.31842 3.06079
H -0.01162 -5.47521 2.37339
H -0.24624 -4.84116 4.00865
H 0.35744 -1.78513 3.50206
H -0.89912 -2.57954 4.48823
H -1.36719 -1.42227 3.22257
C -5.21221 0.09631 1.04391
H -5.32810 0.16730 2.12836
H -5.50256 -0.85822 0.60232
H -5.49545 0.98927 0.48272
Br 2.09684 0.16934 2.03874
*
```

Q: What is the formula in the third record?
A: C24H49ClFN4O6P2